39
Properties=species:S:1:pos:R:3:forces:R:3 method="wB97M-V/def2-TZVPD" relative_energy_kj_mol=144.75 charge=+1
N 2.343454 -1.790798 2.527720 -0.4 0.0 0.1
C -0.360804 2.946706 -0.090916 -0.3 0.5 0.3
C 2.106214 1.511382 -0.733829 0.9 -0.2 0.2
C 0.386497 -2.185236 3.559534 1.0 0.1 -0.6
C -2.394275 1.817115 -0.889444 0.3 0.3 0.1
C -0.260171 0.726523 -1.415191 0.4 -0.1 0.1
C -4.599178 0.855767 -1.636269 -0.1 0.3 0.2
C -1.022772 -0.326966 -2.056067 -0.3 -0.1 -0.3
C -2.402001 -0.259260 -2.109451 0.5 -0.4 -0.2
C 1.716377 -0.564181 2.665452 -0.6 -0.8 0.5
C 0.498355 -0.779583 3.313938 0.7 -0.4 -0.5
C -3.109925 0.807329 -1.542332 0.1 -0.1 -0.1
C 1.545615 -2.783607 3.061136 -0.6 1.0 0.1
C 3.635944 -2.023980 1.904055 0.2 -0.1 -0.1
C -0.332851 -1.510931 -2.657240 -0.1 -0.4 -0.2
C -1.012292 1.807966 -0.804987 -0.3 0.1 0.2
C 1.131937 0.649422 -1.423926 -1.2 0.3 -0.2
H -2.950777 -1.063277 -2.609243 0.2 0.3 0.2
H -2.949779 2.646262 -0.435461 0.3 -0.4 -0.2
H -0.222716 -0.019901 3.580632 0.1 -0.1 0.0
H -4.977984 1.759227 -1.149847 0.0 -0.2 -0.1
H -1.085035 -2.196661 -3.060900 0.3 0.1 0.1
H 4.348569 -2.482141 2.604648 -0.3 0.2 -0.1
H 1.862229 -3.818718 3.042545 -0.1 0.2 0.0
H 3.546794 -2.703501 1.044332 -0.1 0.2 0.2
H 2.150693 2.531053 -1.143427 -0.2 -0.2 0.1
H -1.136784 3.648604 0.239433 0.3 -0.2 -0.1
H 1.589217 -0.113377 -2.055691 -0.3 0.0 0.3
H -4.928412 0.856119 -2.683129 0.1 0.0 0.2
H 0.178938 2.624349 0.808753 -0.1 0.0 -0.3
H 2.201986 0.351856 2.345400 -0.1 -0.3 0.1
H -0.434388 -2.696997 4.037813 0.1 0.0 0.0
H 4.054130 -1.072786 1.556074 -0.1 -0.2 0.1
H -5.054801 -0.019277 -1.155840 0.2 0.1 -0.1
H 0.337234 -1.230470 -3.478048 -0.1 0.0 0.1
H 0.327591 3.502294 -0.738457 -0.1 -0.2 0.2
H 0.256326 -2.059991 -1.912748 -0.1 0.1 -0.1
H 1.907746 1.581360 0.344550 -0.1 0.1 -0.3
H 3.109097 1.078304 -0.853572 -0.3 0.2 0.0


48
Properties=species:S:1:pos:R:3:forces:R:3 method="wB97M-V/def2-TZVPD" smiles="[H]/N=C(/C)Cc1nc2cc(COC)c(C/C(C)=N/[H])c(N)c2nc1P(=O)(O)O"
P -1.780454 -0.493264 4.659134 0.8 2.9 3.2
O 2.157730 0.811423 -4.125566 -3.1 -0.2 0.1
O -3.081895 -1.640518 4.933318 2.9 1.9 0.2
O -2.018800 0.927073 5.310477 0.3 -4.9 -2.5
O -0.321261 -1.143104 5.435744 -2.1 1.1 -2.5
N 5.366118 -0.860422 -2.700859 -3.5 -0.6 4.2
N 2.250426 -2.508587 1.145651 -1.5 0.3 -2.2
N -2.074352 0.836237 0.295634 4.0 -4.2 5.4
N -5.987506 0.849631 1.623824 5.2 2.9 -0.4
N -0.187360 -1.084637 2.272790 -3.8 3.6 -2.9
C 1.430833 -1.643831 0.178131 -0.7 1.0 -2.7
C 1.369386 2.085326 -4.132541 0.1 1.0 -0.3
C 0.885367 -0.549607 -2.395834 -2.6 0.6 3.8
C 0.093994 -0.877407 0.812274 -0.3 0.2 0.3
C 1.197028 -0.323703 -4.018232 0.2 -0.8 1.3
C -1.385108 -0.320880 2.763678 1.7 -0.8 -4.0
C 1.831620 -1.466038 -1.404861 -2.3 0.5 2.1
C 4.428621 -1.104866 -1.726083 3.0 1.1 -2.0
C -2.265995 0.620400 1.770998 0.2 -0.3 -0.8
C -4.820400 1.576990 1.402332 -3.4 -2.1 0.7
C 4.566096 -0.208131 -0.333804 -0.7 -0.2 0.2
C -0.862559 0.050677 -0.120372 1.2 -0.1 -1.7
C -0.424844 0.178503 -1.729726 2.7 -1.9 0.6
C -4.821407 2.562912 0.084749 -0.1 -0.5 0.1
C 3.210033 -2.213131 -1.986652 -0.5 1.9 0.9
C -3.540672 1.448584 2.468747 -0.2 0.0 -2.0
H 1.797168 2.878278 -3.354850 -0.7 -2.0 -1.7
H 6.001016 -0.109921 -2.306535 -0.8 -1.0 -0.6
H 3.917667 0.790286 -0.420645 1.5 -2.2 0.0
H 1.653321 -1.344166 -4.413101 -0.6 2.5 0.7
H 0.493308 -0.672322 5.079609 -1.6 -0.7 0.4
H 1.462474 2.546715 -5.228242 -0.3 -1.0 2.4
H -3.976732 0.908573 3.410582 1.2 1.2 -1.7
H -4.010478 3.412835 0.152999 -1.5 -2.0 -0.2
H 3.109191 -2.421732 -3.133695 0.3 0.5 2.3
H -4.672065 1.872402 -0.876906 -0.1 1.6 2.2
H -3.161679 2.540866 2.652987 -0.7 -2.2 0.1
H 3.199319 -2.712924 0.759654 -1.3 0.4 0.2
H 0.214031 -0.148001 -4.641824 1.9 -0.2 1.5
H 5.694969 0.061135 -0.117441 -2.3 -0.6 -0.7
H -5.884161 0.257272 2.482622 0.2 0.7 -0.8
H -3.264001 -1.738248 5.914049 0.5 0.4 -1.4
H -1.076913 0.858470 -2.442270 1.3 -1.6 1.8
H 3.389206 -3.206991 -1.395010 -0.3 2.0 -1.1
H 0.239432 1.924430 -3.852385 2.3 0.2 -0.7
H 4.166290 -0.763814 0.620072 0.7 1.0 -1.9
H 1.777638 -3.449944 1.282629 0.5 1.7 -0.2
H -5.863716 3.084850 -0.041308 1.9 -1.2 0.5


40
Properties=species:S:1:pos:R:3:forces:R:3 method="wB97M-V/def2-TZVPD" relative_energy_kj_mol=47.09 charge=+1
O -1.837641 -2.965215 -2.352415 0.2 0.3 0.7
N -0.824812 -1.087442 -1.353777 0.7 1.3 -0.9
C 1.584868 2.393563 -0.018870 -0.2 0.3 -1.2
C 0.442665 3.652665 -1.778648 -0.1 -1.7 0.1
C 0.390850 1.722629 0.310299 1.7 -0.3 1.4
C -0.376711 -1.547896 -0.210165 1.1 -0.1 -0.2
C 1.687852 0.769895 2.351681 0.4 0.0 0.1
C -1.559286 -1.806637 -2.382954 -0.6 0.1 -1.5
C -0.487806 -3.015771 0.063855 -0.7 -0.6 0.7
C 1.004059 -1.970194 1.708010 1.5 -0.4 -0.6
C 1.626142 3.268371 -1.119356 -0.6 1.0 0.2
C -0.763299 2.159225 -0.290802 -2.3 -0.6 -0.1
C 0.441171 0.584236 1.408724 -1.2 1.5 1.2
C 0.260205 -3.256792 1.394497 -1.6 -0.1 -0.1
C 0.536686 -0.837052 0.772357 0.7 -0.3 -1.3
C -0.762681 3.029064 -1.363739 0.4 2.0 -0.9
C -1.899358 -0.913914 -3.583405 0.3 0.2 0.4
C -0.776887 0.647297 2.285839 -0.6 0.6 0.5
H -0.823129 -0.176652 2.993614 0.1 -0.1 0.1
H 2.494437 2.322905 0.558336 0.0 -0.5 0.0
H 2.669904 0.575770 1.878525 -0.5 0.1 -0.1
H -1.776154 1.877226 0.096135 1.1 -0.2 -0.5
H -0.464037 -0.197111 -1.776504 -0.6 -0.6 1.4
H -2.971718 -0.967815 -3.807985 0.3 -0.2 0.1
H -0.547016 -3.449648 2.111267 0.5 0.0 0.2
H 1.670057 0.077214 3.213693 -0.3 0.4 -0.5
H 0.459980 4.322009 -2.645285 0.0 -0.2 0.5
H -1.344380 -1.297130 -4.451411 -0.2 0.1 0.2
H -1.699470 3.391498 -1.845786 0.7 -0.6 0.6
H -0.710722 1.580665 2.835392 -0.3 0.1 0.4
H 2.058075 -2.234304 1.538022 -0.1 0.6 0.0
H 0.958169 -1.679992 2.734154 -0.3 0.0 0.6
H 0.863143 -4.165505 1.357096 0.1 0.3 0.0
H 2.550766 3.792330 -1.399846 -0.3 -0.4 0.3
H 1.732443 1.797627 2.786438 -0.3 -0.7 -0.5
H -1.723134 0.662956 1.746131 0.1 -0.1 -0.1
H 1.286524 -0.242421 0.205265 0.7 -2.3 -1.1
H -1.633517 0.145782 -3.427609 -0.1 -0.4 -0.1
H -0.172644 -3.694549 -0.769039 -0.2 1.0 0.4
H -1.563592 -3.266887 0.228266 0.6 0.2 -0.5


50
Properties=species:S:1:pos:R:3:forces:R:3 method="wB97M-V/def2-TZVPD" relative_energy_kj_mol=0.00 charge=+1
Al -0.768932 -0.077860 0.747049 -0.2 0.1 0.2
O -0.059987 -0.174537 4.414732 0.0 0.0 -0.2
O -1.351458 -0.175518 2.664451 -0.1 0.0 0.0
O -0.221213 -1.553917 0.141884 0.3 -0.1 -0.1
N 0.719714 -0.008422 2.281677 -0.1 0.1 0.1
N 2.533027 -0.109502 3.807180 0.0 -0.1 -0.1
N 2.848275 -0.011174 1.526343 -0.1 0.1 0.0
N 2.313634 0.125731 0.243148 0.0 -0.1 0.0
N -0.222748 -0.121748 3.224839 0.2 0.0 0.1
N -0.593125 1.730169 0.304564 0.1 0.0 0.0
N -2.606647 0.112621 0.111588 0.0 0.0 0.0
C -1.770836 2.244688 -0.208576 -0.1 0.0 0.1
C -2.839267 1.311790 -0.313278 0.1 0.1 0.0
C 0.543648 -3.499623 -1.000439 0.0 0.0 0.0
C -3.220240 -1.174830 -2.491982 0.0 0.0 0.0
C 0.287613 2.757844 0.340723 0.0 -0.1 0.0
C -5.033829 -1.455385 -4.044334 0.0 0.0 0.0
C -5.484216 -1.194495 -1.698965 0.0 0.0 0.0
C -5.938418 -1.375102 -2.999047 0.0 0.0 0.0
C -3.633437 -0.928354 -0.017013 0.0 0.0 0.0
C -3.672018 -1.351508 -3.788959 0.0 0.0 0.0
C -4.124824 -1.101727 -1.434818 0.0 0.0 0.0
C -0.574996 -2.882696 -0.179527 0.0 -0.1 0.0
C -1.618938 3.591859 -0.485998 0.0 0.0 -0.1
C 2.031097 -0.037589 2.583135 0.0 0.0 0.0
C -0.294011 3.914603 -0.146771 -0.1 0.1 0.1
C -0.839101 -3.672730 1.092152 0.0 0.0 0.0
H -1.152595 -4.691669 0.863639 0.0 0.0 0.0
H 0.182595 4.876265 -0.233666 0.0 0.0 0.0
H 0.067892 -3.724238 1.699436 0.0 0.0 0.0
H -3.190745 -1.856272 0.348803 0.0 0.0 0.0
H -6.195379 -1.129578 -0.883689 0.0 0.0 0.0
H -1.623714 -3.203089 1.688546 0.0 0.0 0.0
H 0.729295 -2.907826 -1.897525 0.0 0.0 0.0
H 1.461156 -3.544870 -0.407112 0.0 0.0 0.0
H 3.838293 -0.154248 1.661823 0.0 0.0 0.0
H -3.796832 1.587416 -0.749143 0.0 0.0 0.0
H -2.371435 4.250248 -0.888301 0.0 0.0 0.0
H -2.157134 -1.078986 -2.301422 0.0 0.0 0.0
H 2.248358 -0.772229 -0.223773 0.0 0.0 0.0
H -2.962864 -1.406969 -4.604129 0.0 0.0 0.0
H -5.386225 -1.592464 -5.057645 0.0 0.0 0.0
H 0.295400 -4.515207 -1.308891 0.0 0.0 0.0
H 2.862523 0.786679 -0.289690 0.0 0.0 0.0
H -1.488089 -2.879581 -0.787446 0.0 0.0 0.0
H -4.471141 -0.694890 0.644016 0.0 0.0 0.0
H 1.293531 2.617240 0.704982 0.0 0.0 0.0
H 3.527646 -0.129056 3.957152 0.0 0.0 0.0
H -7.000076 -1.447941 -3.192481 0.0 0.0 0.0
H 1.910620 -0.174365 4.597395 0.0 0.0 0.0


47
Properties=species:S:1:pos:R:3:forces:R:3 method="wB97M-V/def2-TZVPD" charge=+2
O -3.622364 1.796155 3.676878 0.5 4.1 0.9
O -6.069036 2.350744 3.344485 2.7 -0.8 3.3
O -4.685156 3.985158 4.701335 1.2 -1.3 -2.9
N -0.277267 1.413720 2.674231 0.4 -0.1 -1.0
N -0.347197 -1.994368 0.020461 0.3 0.2 -0.5
N 3.653941 -1.178630 -5.733195 -0.4 -0.1 0.4
C 3.518866 -1.353113 -3.355324 0.4 0.0 -0.3
C 0.251653 -0.808843 -1.957211 -0.2 0.0 0.1
C -1.253095 2.568189 2.578353 -0.3 1.2 0.1
C 4.260433 -1.166346 -4.524831 -0.7 -0.1 0.5
C -2.068905 1.819216 6.490245 -0.3 -7.3 5.4
C 1.308125 -1.692759 -2.208290 -0.7 -0.1 0.9
C 0.678777 -2.853944 -0.174556 0.2 0.3 -0.7
C 1.550225 -1.578279 -4.691359 0.1 0.1 -0.2
C 2.325573 -1.392854 -5.835053 -0.2 -0.1 0.7
C -2.241571 0.735864 7.403189 2.1 6.8 -7.3
C -1.244135 -2.192158 1.175702 -0.1 -0.2 0.3
C -0.562558 -0.974695 -0.838004 0.5 -0.2 -0.4
C 2.135887 -1.548832 -3.419546 0.5 0.2 -1.0
C -1.701231 2.964571 5.327822 -0.8 -1.2 1.0
C 1.519801 -2.718255 -1.281539 -0.2 -0.1 0.4
C 4.459789 -0.933642 -6.946286 0.3 0.1 -0.1
B -4.732921 2.736040 3.918084 -1.6 -0.4 -0.2
B -2.299262 2.418207 3.876635 -0.4 -0.7 -0.1
H 2.323538 -3.439956 -1.418982 -0.2 0.1 0.1
H 4.863596 0.080135 -6.874134 0.0 -0.2 -0.1
H -1.988533 -1.392705 1.212333 0.2 -0.2 0.0
H 0.480675 -1.748006 -4.808077 0.3 0.0 0.0
H -2.115693 -0.364260 7.850774 -0.6 3.3 -1.1
H -1.390676 -0.300771 -0.630907 0.2 -0.2 0.0
H 0.807312 -3.651480 0.552780 -0.1 0.2 -0.1
H -1.739833 -3.158387 1.045761 0.0 0.2 0.2
H 0.049595 0.023407 -2.630418 0.0 -0.2 0.2
H 5.333922 -0.994706 -4.504229 -0.2 0.0 -0.1
H -0.635487 -2.178577 2.082807 -0.2 0.0 -0.1
H -6.407966 1.673603 4.027900 0.4 1.3 -1.7
H 5.260712 -1.676738 -6.975877 -0.1 0.2 -0.1
H -2.208126 3.989197 5.576903 1.0 -1.9 -0.2
H -0.546119 3.110531 5.215612 -2.2 -0.4 0.6
H -0.441643 0.688057 1.927202 0.5 1.4 1.2
H 4.035841 -1.318745 -2.396980 -0.1 0.0 -0.3
H -4.231328 4.732693 4.205884 -0.8 -1.3 1.0
H -1.813036 2.660244 1.555016 1.2 -0.2 1.7
H 0.723528 1.737197 2.682397 -1.6 -0.6 -0.3
H 1.886518 -1.406956 -6.829331 0.2 0.0 0.2
H 3.832403 -1.023575 -7.835864 0.1 0.0 0.3
H -0.637575 3.558649 2.747206 -1.3 -1.8 -0.5


Number 1: total energy -18431.508 eV, strongest force on any atom 1.25 eV Å⁻¹. Number 2: total energy -41863.433 eV, strongest force on any atom 7.91 eV Å⁻¹. Number 3: total energy -20478.854 eV, strongest force on any atom 2.63 eV Å⁻¹. Number 4: total energy -40131.255 eV, strongest force on any atom 0.31 eV Å⁻¹. Number 5: total energy -28913.427 eV, strongest force on any atom 10.16 eV Å⁻¹.